12
Properties=species:S:1:pos:R:3:forces:R:3 method="wB97M-V/def2-TZVPD" e_tot_ha=-269.19637 homo_energy_ev=-9.4 relative_energy_ev=4.078 smiles=CC#C[C@H]1CO1
C -1.6131 0.1681 -1.6533 -0.3 0.2 0.0
C 1.6208 0.3311 1.9156 -1.2 -0.1 0.3
H 0.4951 0.1684 2.0487 1.4 -0.9 2.0
C 1.1742 0.3598 0.5500 0.7 0.2 -1.6
O -0.8132 -0.7716 -2.3461 0.0 -0.1 -0.4
H 2.3945 -0.4458 2.1055 -1.1 0.2 0.1
H -1.3741 1.2145 -1.8383 -0.1 -0.2 0.0
H 1.8115 1.2156 2.5172 0.3 0.4 -0.7
C -0.6213 -0.6436 -0.9490 0.0 0.0 -0.1
H -0.9753 -1.5025 -0.3682 0.2 0.2 -0.2
H -2.6680 -0.0794 -1.5548 0.1 0.0 -0.1
C 0.5689 -0.0146 -0.4274 0.1 0.0 0.5